Record 1
Below is C10H26GaN2O3 as an isolated structure, with properties calculated with the ωB97M-V functional and the def2-TZVPD basis.

XYZ file:
```
42
Properties=species:S:1:pos:R:3
C 1.320 -0.238 2.514
N 1.489 -0.427 1.067
C 2.535 0.422 0.511
C 1.763 -1.833 0.759
O 2.855 -2.289 1.089
C 0.641 -2.567 0.194
Ga -1.102 -2.484 1.341
C -2.056 -0.827 0.660
C -2.953 -0.052 1.641
C -3.131 1.441 1.306
C -1.997 2.363 1.795
N -0.936 2.684 0.838
H 1.479 -1.178 3.055
H 0.308 0.110 2.754
H 2.040 0.496 2.893
H 2.259 1.476 0.649
H 3.525 0.245 0.961
H 2.596 0.244 -0.571
H 0.951 -3.597 -0.012
H 0.301 -2.063 -0.720
H -0.755 -2.371 2.910
H -1.945 -3.836 1.040
H -2.645 -1.075 -0.235
H -1.238 -0.173 0.315
H -3.943 -0.525 1.694
H -2.533 -0.132 2.658
H -3.168 1.535 0.206
H -4.091 1.829 1.686
H -1.512 1.895 2.664
H -2.410 3.316 2.157
H -1.314 3.185 0.046
H -0.517 1.830 0.485
C 2.085 0.793 -3.648
C 1.440 -0.521 -4.031
O 0.068 -0.328 -4.374
O 1.433 1.388 -2.548
H 3.122 0.625 -3.351
H 2.089 1.464 -4.521
H 1.436 -1.194 -3.173
H 1.993 -0.996 -4.848
H 0.029 0.149 -5.207
H 0.490 1.215 -2.647
```

## Properties
LUMO level	2.59	eV
Kohn-Sham gap	7.41	eV
charge	-1



Record 2
Below is C10H26HgNO7S3 as an isolated structure, with properties calculated with the ωB97M-V functional and the def2-TZVPD basis.

XYZ file:
```
48
Properties=species:S:1:pos:R:3
Hg -2.843 -0.955 1.025
O 1.239 -0.269 1.415
C -0.031 -0.557 1.065
O -0.825 0.345 0.761
O -0.520 -1.704 1.171
H 1.053 0.672 1.454
C 2.687 3.458 -1.033
S 1.467 3.883 0.297
O 1.560 2.758 1.349
C 2.387 5.335 1.017
H 3.614 3.403 -0.461
H 2.789 4.335 -1.672
H 2.518 2.527 -1.575
H 3.347 4.970 1.381
H 1.809 5.842 1.790
H 2.691 5.931 0.156
C -2.882 2.594 -1.377
S -3.588 2.441 0.310
O -3.940 0.959 0.492
C -5.280 3.096 0.019
H -1.869 2.193 -1.345
H -2.858 3.636 -1.693
H -3.649 2.150 -2.012
H -5.611 2.820 -0.982
H -5.295 4.161 0.250
H -5.924 2.542 0.702
C 4.422 0.677 0.772
S 4.925 -0.441 -0.644
O 6.430 -0.712 -0.405
C 3.849 -1.969 -0.410
H 4.981 1.611 0.824
H 4.591 0.145 1.708
H 3.338 0.765 0.704
H 4.017 -2.578 0.479
H 3.827 -2.534 -1.342
H 2.784 -1.737 -0.385
C -3.378 -4.233 0.181
O -3.463 -2.991 0.245
N -2.262 -4.940 -0.267
C -1.973 -6.440 -0.117
C -1.281 -4.111 -0.925
H -4.186 -4.937 0.432
H -0.982 -6.673 0.274
H -1.971 -6.910 -1.100
H -2.729 -6.882 0.531
H -0.383 -4.222 -0.317
H -1.173 -4.415 -1.966
H -1.428 -3.040 -0.780
```

## Properties
LUMO level	-5.03	eV
Kohn-Sham gap	5.14	eV
charge	+1



Record 3
Below is C10H27B3F2N2O12Tl2 as an isolated structure, with properties calculated with the ωB97M-V functional and the def2-TZVPD basis.

XYZ file:
```
58
Properties=species:S:1:pos:R:3
Tl -1.800 -2.423 1.370
Tl -0.541 -0.275 -3.085
B 0.436 -0.771 -0.028
H 1.016 -0.591 -0.920
H 0.536 -1.786 0.324
H 0.762 -0.128 0.775
H -0.616 -0.637 -0.225
B -1.608 -2.822 -1.677
H -0.594 -2.843 -1.307
H -2.174 -3.623 -1.227
H -2.096 -1.871 -1.532
H -1.374 -3.104 -2.692
B 1.947 1.548 -3.714
H 2.620 2.337 -3.416
H 0.933 1.914 -3.768
H 2.293 1.075 -4.620
H 1.897 0.808 -2.931
C -4.774 1.543 -0.314
C -3.468 0.803 -0.629
O -3.257 -0.198 0.063
O -2.689 1.095 -1.575
H -5.504 0.998 0.285
H -5.359 2.049 -1.082
H -4.497 2.399 0.301
C -3.282 3.164 3.270
C -1.833 3.757 3.375
O -1.098 2.611 3.007
C -1.848 1.535 2.978
O -1.478 0.472 2.518
O -3.075 1.757 3.457
F -1.488 4.096 4.609
H -3.745 3.306 2.294
H -3.920 3.422 4.116
H -1.725 4.573 2.660
C 3.946 -4.525 -2.372
C 2.766 -4.815 -1.462
O 1.812 -4.005 -2.152
C 2.331 -3.000 -2.778
O 1.740 -2.061 -3.229
O 3.628 -3.156 -2.824
F 3.264 -4.370 -0.334
H 3.940 -5.017 -3.345
H 4.946 -4.451 -1.945
H 2.470 -5.862 -1.407
C 2.460 -0.459 2.717
N 1.376 -0.791 3.557
O 0.584 -1.655 3.076
O 1.207 -0.274 4.689
H 2.322 0.468 2.160
H 2.532 -1.295 2.021
H 3.392 -0.277 3.251
C 1.500 2.947 0.301
N 0.254 3.153 -0.467
O -0.537 4.018 -0.087
O 0.067 2.416 -1.434
H 1.214 2.463 1.236
H 1.893 3.961 0.363
H 2.300 2.399 -0.196
```

## Properties
LUMO level	-13.07	eV
Kohn-Sham gap	2.79	eV
charge	+2



Record 4
Below is a 3-piece molecular cluster, C10H27BNO7P2S2 overall, with properties calculated with the ωB97M-V functional and the def2-TZVPD basis.

XYZ file:
```
50
Properties=species:S:1:pos:R:3
C 1.606 -6.680 3.144
C 0.037 -6.154 3.344
O -0.360 -5.110 2.387
B 0.221 -3.794 2.713
O 0.021 -2.653 1.751
P 1.286 -3.383 4.269
P 3.336 -3.030 3.484
N 3.633 -1.286 3.714
O 3.295 -3.289 1.757
H 2.190 -6.041 2.346
H 2.147 -6.455 4.184
H 1.644 -7.833 2.945
H -0.633 -7.108 3.088
H -0.211 -5.893 4.467
H -0.930 -2.340 1.774
H 1.366 -4.525 5.191
H 0.793 -2.183 4.960
H 4.095 -1.214 4.660
H 4.365 -1.032 3.001
H 3.398 -4.265 1.519
C 1.073 1.742 -1.012
C 1.037 2.102 0.472
C -0.408 1.956 0.945
S -1.156 0.721 -0.107
O -2.189 1.354 -0.899
O -1.399 -0.481 0.667
C 0.269 0.457 -1.144
H 2.097 1.614 -1.375
H 0.603 2.541 -1.598
H 1.679 1.410 1.031
H 1.411 3.114 0.652
H -0.460 1.626 1.986
H -0.966 2.888 0.822
H -0.048 0.251 -2.168
H 0.822 -0.397 -0.742
C -2.937 5.198 -3.648
C -3.209 4.488 -4.973
C -1.909 3.813 -5.408
S -1.005 3.457 -3.909
O 0.202 4.256 -3.898
O -0.989 2.024 -3.691
C -2.180 4.195 -2.790
H -3.862 5.524 -3.164
H -2.316 6.084 -3.825
H -3.988 3.729 -4.827
H -3.569 5.182 -5.739
H -2.100 2.882 -5.947
H -1.298 4.480 -6.022
H -1.658 4.655 -1.950
H -2.845 3.402 -2.433
```

## Properties
LUMO level	-4.33	eV
Kohn-Sham gap	7.49	eV
charge	+1



Record 5
Below is C10H27Br4ClF6InKLiNO3P as an isolated structure, with properties calculated with the ωB97M-V functional and the def2-TZVPD basis.

XYZ file:
```
56
Properties=species:S:1:pos:R:3
O 2.919 2.157 3.211
In 4.997 2.583 2.732
Cl 5.886 3.474 4.828
H 2.992 1.576 3.983
H 5.083 3.682 1.370
H 5.792 1.033 2.427
Br 0.696 -0.959 -0.264
C 2.425 -0.463 -0.986
C 3.457 -0.633 0.037
Br 3.012 0.924 1.151
H 2.352 0.575 -1.289
H 2.576 -1.088 -1.872
H 4.468 -0.540 -0.355
H 3.416 -1.550 0.619
Br -0.342 -1.888 -4.652
C -1.945 -2.490 -3.736
C -1.607 -3.166 -2.437
Br -0.921 -4.975 -2.738
H -2.483 -3.134 -4.429
H -2.528 -1.588 -3.556
H -2.495 -3.296 -1.821
H -0.856 -2.627 -1.870
C -0.126 2.409 4.221
C 0.413 1.934 2.883
O -0.124 0.703 2.472
C -1.479 0.376 2.154
C -2.142 1.029 0.892
H 0.043 1.642 4.981
H 0.376 3.327 4.525
H -1.197 2.615 4.199
H 1.482 1.749 2.976
H 0.296 2.711 2.117
H -2.117 0.472 3.040
H -1.401 -0.690 1.931
H -2.314 2.105 0.913
H -3.105 0.544 0.726
H -1.413 0.832 0.115
C 2.624 1.622 7.287
C 2.874 2.658 6.260
N 3.082 3.459 5.439
H 1.866 1.968 7.986
H 2.263 0.700 6.824
H 3.543 1.417 7.838
Li 3.748 0.739 5.404
F -3.464 -4.433 -8.218
P -3.342 -2.885 -7.688
F -3.732 -3.513 -6.182
F -2.500 -1.691 -8.458
F -1.781 -3.285 -7.323
F -4.198 -1.597 -6.975
F -4.420 -2.700 -8.920
O -5.178 0.397 -5.149
H -5.552 -0.011 -5.973
H -5.199 -0.233 -4.405
H -5.590 1.252 -4.925
K 0.869 -3.230 -1.318
```

## Properties
LUMO level	-4.35	eV
Kohn-Sham gap	6.32	eV
charge	+1



Record 6
Below is C10H27ClIO2P2STi as an isolated structure, with properties calculated with the ωB97M-V functional and the def2-TZVPD basis.

XYZ file:
```
45
Properties=species:S:1:pos:R:3
C 0.514 -3.255 -4.604
C 1.101 -3.858 -3.459
H 0.672 -3.933 -5.464
H 1.001 -2.273 -4.757
H -0.563 -3.111 -4.395
O 1.649 -4.534 -2.685
I 0.980 -1.998 -0.386
Ti -0.258 0.131 -0.341
P -2.443 -1.149 0.371
C -2.069 -1.843 2.026
C -4.004 -0.221 0.594
H -4.864 -0.909 0.550
H -3.931 -2.924 -0.311
H -4.076 0.521 -0.216
H -2.891 -2.366 -1.664
H -1.657 -1.066 2.687
H -3.990 0.300 1.561
C -2.912 -2.623 -0.595
H -2.983 -2.255 2.476
H -2.207 -3.444 -0.405
H -1.319 -2.633 1.905
P 2.062 1.318 -0.778
C 2.964 0.821 0.742
C 3.185 0.765 -2.112
H 1.358 3.497 -1.541
H 3.084 3.540 -1.034
H 1.773 3.526 0.198
C 2.084 3.149 -0.788
H 2.632 0.743 -3.061
H 4.036 1.456 -2.208
H 3.924 1.351 0.809
H 3.140 -0.260 0.708
H 3.556 -0.246 -1.897
H 2.366 1.038 1.636
Cl -1.436 1.619 -1.658
C 0.986 1.695 3.613
S -0.584 1.193 2.857
C -1.086 2.844 2.283
O -0.074 0.569 1.465
H 0.777 2.178 4.579
H 1.515 2.393 2.947
H 1.573 0.786 3.792
H -0.249 3.378 1.800
H -1.916 2.717 1.573
H -1.422 3.377 3.184
```

## Properties
LUMO level	-10.63	eV
Kohn-Sham gap	7.05	eV
charge	+3



Record 7
Below is C10H27F2N2O10RbS2 as an isolated structure, with properties calculated with the ωB97M-V functional and the def2-TZVPD basis.

XYZ file:
```
54
Properties=species:S:1:pos:R:3
Rb -9.390 29.570 12.280
N -10.443 32.938 14.134
S -9.613 33.519 15.251
O -8.699 32.578 15.945
O -9.962 34.665 16.162
F -8.612 34.168 14.170
S -11.710 32.727 15.272
O -12.661 33.832 15.252
O -11.457 32.034 16.534
F -12.606 31.586 14.439
C -7.415 20.518 16.787
O -8.706 20.800 17.284
C -9.776 20.336 16.434
C -9.897 21.111 15.156
N -10.360 22.497 15.382
C -10.347 23.310 14.160
C -10.994 24.706 14.248
O -10.267 25.751 14.720
C -10.227 25.721 16.155
H -7.303 21.004 15.818
H -7.232 19.444 16.744
H -6.661 20.685 17.555
H -10.688 20.308 17.031
H -9.605 19.296 16.159
H -10.534 20.612 14.426
H -8.864 21.095 14.809
H -9.576 22.863 15.903
H -10.923 22.755 13.420
H -9.319 23.413 13.811
H -11.967 24.542 14.712
H -11.106 25.040 13.216
H -9.497 24.988 16.499
H -11.153 25.874 16.710
H -9.768 26.693 16.337
C -5.417 27.494 15.323
C -5.294 25.925 15.457
O -4.063 25.510 14.834
O -5.885 27.941 14.018
H -4.560 28.122 15.566
H -6.080 27.859 16.108
H -6.096 25.350 14.993
H -5.360 25.640 16.507
H -3.998 25.790 13.918
H -5.052 27.909 13.542
C -11.217 35.386 9.752
C -10.452 34.102 9.324
O -9.451 33.765 10.265
O -11.955 35.988 8.674
H -10.554 36.114 10.219
H -11.914 35.226 10.575
H -10.056 34.408 8.356
H -11.116 33.239 9.278
H -9.982 33.706 11.063
H -11.796 36.932 8.606
```

## Properties
LUMO level	-1.55	eV
Kohn-Sham gap	7.66	eV



Record 8
Below is C10H27NO6Ti as an isolated structure, with properties calculated with the ωB97M-V functional and the def2-TZVPD basis.

XYZ file:
```
45
Properties=species:S:1:pos:R:3
Ti -0.712 1.167 -0.181
C 1.879 2.698 -1.976
O 1.335 1.655 -1.187
C 2.099 0.455 -1.276
C 1.857 -0.420 -0.069
N 0.500 -0.978 0.020
C 0.315 -1.751 1.243
C 0.902 -3.140 1.248
O 2.306 -3.059 1.396
C 2.953 -4.300 1.205
H 2.880 2.949 -1.610
H 1.268 3.591 -1.878
H 1.934 2.426 -3.033
H 3.160 0.726 -1.170
H 2.000 -0.067 -2.233
H 2.040 0.158 0.836
H 2.634 -1.188 -0.142
H 0.232 -1.475 -0.821
H -0.763 -1.890 1.415
H 0.626 -1.156 2.101
H 0.676 -3.636 0.293
H 0.496 -3.732 2.078
H 2.857 -4.962 2.073
H 4.021 -4.079 1.151
H 2.603 -4.762 0.280
C -2.312 -0.081 -2.659
C -2.983 -0.650 -1.446
O -2.751 0.248 -0.314
O -0.915 0.034 -2.474
H -2.750 0.929 -2.760
H -2.644 -0.563 -3.581
H -2.575 -1.620 -1.145
H -4.054 -0.746 -1.619
H -3.046 -0.264 0.447
H -0.456 0.123 -3.314
C -2.239 3.040 1.757
C -1.004 2.677 2.483
O -0.529 1.425 1.963
O -1.833 3.292 0.412
H -2.651 3.970 2.167
H -3.024 2.281 1.801
H -1.170 2.647 3.563
H -0.237 3.445 2.355
H -0.432 0.795 2.681
H -2.494 3.787 -0.079
```

## Properties
expectation value of S²	3.752
LUMO level (alpha / beta)	-2.31 / -2.44	eV
Kohn-Sham gap (alpha / beta)	4.58 / 9.75	eV
charge	+1
spin multiplicity	4



Record 9
Below is a 2-piece molecular cluster, C10H28NO4P4S overall, with properties calculated with the ωB97M-V functional and the def2-TZVPD basis.

XYZ file:
```
48
Properties=species:S:1:pos:R:3
C -0.507 -4.279 -0.172
C -1.226 -3.268 -1.091
P -2.258 -2.059 -0.158
C -3.656 -1.561 -1.246
C -4.658 -0.656 -0.510
P -1.057 -0.253 0.093
C 0.719 -0.586 -0.158
C 1.377 -1.480 0.904
C 2.545 -2.297 0.354
N 3.378 -1.713 -0.637
O 2.775 -3.391 0.798
P -1.611 0.491 2.098
O -2.843 1.298 1.902
P -1.719 1.427 -1.243
C -0.303 1.452 -2.398
O -1.338 2.714 -0.305
H 0.576 -4.170 -0.224
H -0.775 -5.298 -0.454
H -0.798 -4.146 0.874
H -1.967 -3.789 -1.710
H -0.541 -2.784 -1.792
H -3.291 -1.082 -2.160
H -4.117 -2.517 -1.515
H -5.669 -0.865 -0.867
H -4.433 0.395 -0.693
H -4.646 -0.826 0.571
H 0.789 -1.073 -1.138
H 1.233 0.379 -0.213
H 1.848 -0.827 1.653
H 0.679 -2.171 1.378
H 3.429 -0.705 -0.521
H 3.063 -1.918 -1.578
H -0.510 1.176 2.641
H -1.812 -0.676 2.854
H -0.694 1.838 -3.342
H 0.116 0.460 -2.582
H 0.478 2.120 -2.023
H -2.123 3.264 -0.177
C 4.279 3.845 1.023
S 3.041 3.008 2.010
O 2.806 1.671 1.378
C 1.666 4.058 1.532
H 5.219 3.313 1.150
H 3.981 3.833 -0.025
H 4.386 4.868 1.383
H 1.545 4.029 0.449
H 1.857 5.075 1.871
H 0.768 3.678 2.016
```

## Properties
LUMO level	-3.41	eV
Kohn-Sham gap	8.57	eV
charge	+1



Record 10
Below is a 2-piece molecular cluster, C10H29N4OP2 overall, with properties calculated with the ωB97M-V functional and the def2-TZVPD basis.

XYZ file:
```
46
Properties=species:S:1:pos:R:3
C 4.787 1.939 1.069
C 3.974 1.734 0.190
P 2.694 1.519 -1.269
N 4.098 1.246 -2.417
C 3.915 1.794 -3.758
C 4.056 3.325 -3.832
H 5.389 2.389 1.820
H 2.758 2.961 -1.428
H 1.718 1.394 -2.370
H 2.643 0.074 -1.004
H 1.620 1.688 -0.305
H 4.096 0.237 -2.540
H 2.970 1.480 -4.232
H 4.714 1.374 -4.383
H 4.897 3.651 -4.448
H 4.177 3.761 -2.844
H 3.135 3.752 -4.237
O -0.362 -0.510 -0.012
P -1.636 -0.872 0.645
N -1.820 0.340 1.828
C -2.629 0.212 3.018
C -1.967 1.671 1.250
N -1.177 -2.385 1.397
C -0.875 -2.444 2.819
C -0.106 -3.063 0.662
N -3.324 -1.306 0.482
C -3.842 -2.581 0.956
C -3.778 -1.079 -0.906
H -3.711 0.269 2.816
H -2.375 1.023 3.705
H -2.429 -0.701 3.566
H -2.965 1.816 0.804
H -1.213 1.833 0.479
H -1.819 2.433 2.016
H -0.186 -1.653 3.141
H -0.418 -3.408 3.053
H -1.778 -2.407 3.431
H 0.882 -2.651 0.887
H -0.256 -2.989 -0.413
H -0.109 -4.125 0.927
H -3.328 -3.451 0.543
H -4.897 -2.640 0.670
H -3.821 -2.631 2.044
H -3.348 -1.803 -1.609
H -3.487 -0.079 -1.237
H -4.866 -1.136 -0.970
```

## Properties
LUMO level	2.55	eV
Kohn-Sham gap	5.83	eV
charge	-1